The following is a DFT calculation (the ωB97M-V functional and the def2-TZVPD basis) of C12H30CdN2O8S2 as an isolated structure in a non-equilibrium geometry.

Geometry (Å):
Cd (0.0032, 0.4010, -1.0331)
S (-1.4754, 3.5265, -0.4841)
O (-0.6448, 4.1535, 0.5994)
O (-2.8573, 3.5246, 0.0715)
O (-1.3617, 4.1752, -1.7824)
O (-0.9926, 2.0931, -0.5854)
S (1.1461, 0.2184, -3.5024)
O (1.9947, 1.2989, -3.9915)
O (0.8454, -0.8021, -4.5088)
O (1.6010, -0.3025, -2.1396)
O (-0.1704, 0.8407, -3.0680)
C (2.8755, 2.2380, -0.2750)
C (1.9573, 1.8863, 0.9107)
N (1.4112, 0.5082, 1.0308)
C (2.5271, -0.4165, 1.3287)
C (3.4571, -0.8367, 0.2047)
C (0.5153, 0.5049, 2.2176)
C (1.0857, 0.8223, 3.6043)
H (3.9034, 2.1491, 0.0919)
H (2.7012, 3.2827, -0.5132)
H (2.7268, 1.5135, -1.0720)
H (2.4698, 2.1795, 1.8457)
H (1.1326, 2.6108, 0.9689)
H (2.1615, -1.2709, 1.9145)
H (3.1686, 0.0130, 2.1163)
H (3.9551, 0.0242, -0.2252)
H (2.9576, -1.4084, -0.5713)
H (4.2861, -1.4021, 0.6461)
H (-0.3950, 1.0682, 2.0172)
H (0.2208, -0.5510, 2.2514)
H (2.0651, 0.3724, 3.7625)
H (1.2142, 1.8928, 3.7625)
H (0.4095, 0.3995, 4.3478)
C (-2.8850, -0.8261, -2.4834)
C (-1.9237, -1.7117, -1.7054)
N (-1.5399, -1.1824, -0.3797)
C (-2.5274, -0.3550, 0.3310)
C (-3.6805, -1.1736, 0.9393)
C (-1.1312, -2.3581, 0.4163)
C (0.1838, -2.9433, -0.0750)
H (-3.9099, -0.7784, -2.1049)
H (-2.9121, -1.0583, -3.5485)
H (-2.5467, 0.2161, -2.4864)
H (-2.3529, -2.7282, -1.6927)
H (-1.0742, -1.8663, -2.3783)
H (-2.1814, 0.3822, 1.0506)
H (-3.0133, 0.2696, -0.4147)
H (-4.5183, -0.5149, 1.1913)
H (-4.1213, -1.8653, 0.2183)
H (-3.3966, -1.6394, 1.8852)
H (-1.8953, -3.1441, 0.4053)
H (-1.0340, -1.9995, 1.4425)
H (0.8927, -2.1565, -0.3219)
H (0.0728, -3.6464, -0.9042)
H (0.5999, -3.6276, 0.6752)

Values from the calculation:
LUMO energy = 0.1635 Eh
net charge = -2
HOMO = -1.2 eV
max |F| = 3.1 eV/Å
energy = -2150.8149 hartree



The following is a DFT calculation (the ωB97M-V functional and the def2-TZVPD basis) of a 19-piece molecular cluster, C34H81INO23P overall in a non-equilibrium geometry.

Geometry (Å):
C (-0.8334, 3.6211, -3.1904)
P (1.0784, 3.2472, -3.2280)
O (1.6201, 3.1418, -4.8870)
C (1.2354, 1.5798, -2.2990)
C (0.9703, 0.1221, -2.9997)
I (0.3655, -0.1164, -5.1132)
C (1.1593, -1.3055, -2.1493)
C (1.5871, -1.2939, -0.5572)
C (1.8454, 0.1914, 0.1197)
C (1.6833, 1.6295, -0.7190)
C (2.0333, 3.0347, 0.1176)
O (1.2915, 4.1545, 0.0072)
C (3.3717, 2.9114, 1.1134)
C (4.5179, 4.0944, 1.2500)
C (5.8246, 3.8202, 2.2404)
O (6.9464, 4.7907, 2.4134)
C (6.0032, 2.3978, 3.1017)
C (4.8221, 1.2343, 2.9343)
N (4.9005, -0.1217, 3.6468)
C (4.2192, 0.1011, 4.8502)
O (3.3831, 0.3807, 5.8884)
C (3.5253, 1.4759, 1.9582)
C (2.3321, 0.3295, 1.7140)
O (1.7787, -0.3875, 2.7060)
H (-1.1005, 4.6056, -3.7650)
H (-1.3525, 2.6542, -3.6257)
H (-1.1638, 3.6815, -2.0480)
H (0.9056, 3.6543, -5.4063)
H (0.9866, -2.3293, -2.7189)
H (1.7259, -2.2593, 0.1019)
H (4.4195, 5.0956, 0.6488)
H (7.6120, 4.5467, 1.6775)
H (6.9596, 2.2223, 3.7752)
C (-2.6005, -1.4062, -0.3276)
O (-1.8914, -2.1049, -1.3342)
H (-1.8883, -0.8571, 0.2926)
H (-3.2949, -0.7016, -0.7919)
H (-3.1487, -2.1183, 0.2943)
H (-2.5491, -2.5822, -1.8682)
C (-1.2549, 7.5420, -2.4884)
O (-1.2003, 6.9500, -3.7732)
H (-2.1290, 7.1583, -1.9573)
H (-0.3509, 7.2870, -1.9299)
H (-1.3397, 8.6269, -2.5893)
H (-0.4152, 7.3093, -4.2204)
C (3.1554, 3.6738, -7.6648)
O (2.3300, 4.8067, -7.4658)
H (2.7653, 2.8419, -7.0738)
H (3.1512, 3.3999, -8.7227)
H (4.1737, 3.9022, -7.3406)
H (2.7006, 5.5280, -8.0022)
C (7.9425, 1.7911, 7.0127)
O (7.4425, 1.2312, 5.8124)
H (8.9906, 2.0632, 6.8682)
H (7.3677, 2.6854, 7.2659)
H (7.8666, 1.0562, 7.8180)
H (6.5115, 0.9998, 5.9710)
C (-4.2632, 3.2205, -1.1420)
O (-3.5541, 2.5218, -2.1487)
H (-3.5510, 3.7696, -0.5218)
H (-4.9576, 3.9251, -1.6063)
H (-4.8114, 2.5084, -0.5201)
H (-4.2118, 2.0445, -2.6826)
C (-2.0846, -1.2516, 3.1790)
O (-1.3742, -0.9512, 4.3662)
H (-3.1069, -1.5356, 3.4389)
H (-2.1065, -0.3702, 2.5334)
H (-1.5980, -2.0827, 2.6625)
H (-0.4714, -0.7029, 4.1041)
C (-2.8176, 2.6388, 4.5389)
O (-2.7631, 2.0468, 3.2541)
H (-3.6918, 2.2551, 5.0700)
H (-1.9136, 2.3837, 5.0974)
H (-2.9025, 3.7236, 4.4380)
H (-1.9780, 2.4061, 2.8069)
C (3.0795, 0.9258, -10.0989)
O (3.1297, 0.9933, -8.6856)
H (3.3689, 1.8951, -10.5113)
H (3.7736, 0.1596, -10.4529)
H (2.0619, 0.6859, -10.4172)
H (2.8681, 0.1197, -8.3483)
C (-1.1067, 1.6562, 7.5462)
O (-1.6589, 2.6161, 8.4283)
H (-1.9189, 1.1429, 7.0263)
H (-0.4678, 2.1570, 6.8147)
H (-0.5245, 0.9282, 8.1166)
H (-0.9150, 3.0551, 8.8749)
C (-0.4593, 3.3964, -8.9879)
O (-1.0114, 4.3564, -8.1059)
H (-1.2715, 2.8831, -9.5078)
H (0.1797, 3.8972, -9.7194)
H (0.1229, 2.6684, -8.4175)
H (-0.2676, 4.7953, -7.6592)
C (10.2597, 6.1249, 4.3921)
O (9.7598, 5.5650, 3.1918)
H (11.3078, 6.3970, 4.2476)
H (9.6850, 7.0192, 4.6453)
H (10.1839, 5.3901, 5.1974)
H (8.8288, 5.3336, 3.3504)
C (-1.6522, -5.3124, 4.5257)
O (-0.4451, -4.7605, 4.0332)
H (-1.7061, -6.3644, 4.2360)
H (-1.6712, -5.2355, 5.6156)
H (-2.5015, -4.7747, 4.0969)
H (-0.4255, -3.8273, 4.3056)
C (2.0275, 3.4458, 7.1164)
O (3.3319, 3.4052, 6.5676)
H (1.8855, 4.4023, 7.6246)
H (1.2908, 3.3485, 6.3151)
H (1.9085, 2.6320, 7.8360)
H (3.4285, 2.5456, 6.1235)
C (-6.1299, -2.4941, -0.1112)
O (-5.5469, -2.0884, -1.3359)
H (-5.8611, -1.7747, 0.6657)
H (-7.2172, -2.5244, -0.2164)
H (-5.7521, -3.4821, 0.1635)
H (-5.8027, -2.7453, -2.0057)
C (-5.0504, -6.6482, -0.3263)
O (-5.6025, -5.6883, 0.5557)
H (-5.8626, -7.1615, -0.8462)
H (-4.4115, -6.1474, -1.0578)
H (-4.4682, -7.3762, 0.2441)
H (-4.8587, -5.2494, 1.0024)
C (-5.2493, -10.6639, 0.8298)
O (-4.6664, -10.2581, -0.3949)
H (-4.9806, -9.9445, 1.6067)
H (-6.3366, -10.6941, 0.7246)
H (-4.8715, -11.6518, 1.1045)
H (-4.9221, -10.9150, -1.0647)
C (-6.5614, -4.3834, -4.9138)
O (-6.5112, -4.3159, -3.5006)
H (-6.2719, -3.4141, -5.3263)
H (-5.8673, -5.1495, -5.2679)
H (-7.5789, -4.6233, -5.2322)
H (-6.7727, -5.1895, -3.1633)
C (-1.9040, -12.7620, -1.9228)
O (-1.9393, -12.5144, -0.5293)
H (-1.1248, -13.4982, -2.1332)
H (-2.8704, -13.1542, -2.2488)
H (-1.6778, -11.8336, -2.4531)
H (-2.6395, -11.8580, -0.3733)

Values from the calculation:
LUMO energy = -0.0659 Eh
net charge = 0
HOMO = -7.8 eV
max |F| = 11.2 eV/Å
energy = -3767.2839 hartree



The following is a DFT calculation (the ωB97M-V functional and the def2-TZVPD basis) of a 4-piece molecular cluster, C19H53N3O8PS overall.

Geometry (Å):
O (1.5575, -1.9709, -5.2553)
S (1.5950, -0.5305, -5.3162)
O (2.5418, 0.0673, -6.2376)
C (0.0271, 0.2147, -5.4777)
P (-1.6119, -0.9531, -5.7042)
H (1.9779, -0.1324, -4.0690)
H (-0.1270, 0.8616, -4.6094)
H (0.1204, 0.8588, -6.3548)
H (-1.1118, -1.8808, -4.6818)
H (-2.2668, -0.1514, -4.6635)
H (-2.0877, 0.0083, -6.7271)
H (-0.9020, -1.6788, -6.7538)
H (-2.8268, -1.7720, -5.8713)
C (1.4957, 0.5139, 1.7875)
O (1.7438, -0.4145, 0.7544)
C (1.3017, -1.7404, 1.0276)
C (0.1309, -2.1351, 0.1572)
N (-1.0762, -1.4050, 0.5186)
C (-2.1783, -1.5718, -0.4317)
C (-1.9743, -1.0638, -1.8527)
O (-1.8988, 0.3512, -1.9212)
C (-0.6193, 0.9061, -1.7310)
H (2.0144, 1.4352, 1.5249)
H (0.4286, 0.7356, 1.9003)
H (1.8831, 0.1542, 2.7470)
H (1.0537, -1.8519, 2.0885)
H (2.1413, -2.4057, 0.8038)
H (-0.0552, -3.2062, 0.2843)
H (0.4282, -1.9731, -0.8876)
H (-0.8557, -0.4195, 0.5813)
H (-3.0464, -1.0439, -0.0271)
H (-2.4385, -2.6348, -0.4687)
H (-2.8548, -1.3494, -2.4319)
H (-1.1227, -1.5275, -2.3612)
H (0.1683, 0.2403, -2.0972)
H (-0.4195, 1.1481, -0.6794)
H (-0.5762, 1.8370, -2.2993)
C (-5.9267, 0.9003, 4.6547)
O (-6.8507, 1.5655, 3.8194)
C (-6.4487, 2.8650, 3.4043)
C (-6.1301, 2.9032, 1.9259)
N (-4.9192, 2.1562, 1.6257)
C (-4.6429, 1.9766, 0.2013)
C (-5.6416, 1.1856, -0.6333)
O (-5.7041, -0.1888, -0.3046)
C (-6.5745, -0.5466, 0.7457)
H (-6.4168, 0.0018, 5.0260)
H (-5.0174, 0.6059, 4.1199)
H (-5.6429, 1.5238, 5.5088)
H (-5.5891, 3.2056, 3.9899)
H (-7.2846, 3.5426, 3.6018)
H (-5.9815, 3.9463, 1.6284)
H (-7.0114, 2.5266, 1.3871)
H (-4.9782, 1.2452, 2.0620)
H (-3.6770, 1.4740, 0.1123)
H (-4.5245, 2.9657, -0.2533)
H (-5.2912, 1.2259, -1.6671)
H (-6.6490, 1.6223, -0.6187)
H (-7.4542, 0.1036, 0.7823)
H (-6.0767, -0.5266, 1.7210)
H (-6.9038, -1.5701, 0.5632)
C (5.0111, 0.1616, -1.1780)
O (6.1234, -0.6510, -0.8460)
C (7.3217, 0.0492, -0.5542)
C (7.6874, -0.0891, 0.9086)
N (6.7542, 0.6391, 1.7553)
C (6.8722, 0.3663, 3.1827)
C (6.5871, -1.0529, 3.6652)
O (5.2391, -1.4446, 3.5007)
C (4.9263, -1.9794, 2.2245)
H (4.2228, -0.4996, -1.5308)
H (4.6328, 0.7217, -0.3156)
H (5.2606, 0.8666, -1.9761)
H (7.2371, 1.1033, -0.8361)
H (8.1178, -0.3999, -1.1558)
H (8.6934, 0.3128, 1.0680)
H (7.7187, -1.1648, 1.1323)
H (5.8101, 0.4228, 1.4628)
H (6.1742, 1.0312, 3.6977)
H (7.8793, 0.6486, 3.5097)
H (6.7839, -1.0803, 4.7407)
H (7.2527, -1.7911, 3.2008)
H (5.7652, -2.5440, 1.8095)
H (4.6253, -1.1996, 1.5210)
H (4.0808, -2.6565, 2.3459)

Values from the calculation:
LUMO energy = 0.0835 Eh
net charge = -1
HOMO = -3.6 eV
max |F| = 0.6 eV/Å
energy = -2261.1611 hartree



The following is a DFT calculation (the ωB97M-V functional and the def2-TZVPD basis) of C2Br4O as an isolated structure in a non-equilibrium geometry.

Geometry (Å):
C (-0.5899, 0.3117, -1.0289)
C (-0.6013, -0.0264, 1.4316)
O (-0.5999, 1.4405, -1.4588)
Br (-0.5136, -1.3544, -1.8179)
Br (-1.4780, 1.4830, 2.0980)
Br (-1.6310, -1.6226, 1.5194)
Br (1.1955, -0.4095, 1.9504)

Values from the calculation:
LUMO energy (spin up / spin down) = -0.0443 / -0.0468 Eh
net charge = 0
HOMO (spin up / spin down) = -8.7 / -8.8 eV
max |F| = 4.8 eV/Å
energy = -10447.3938 hartree



The following is a DFT calculation (the ωB97M-V functional and the def2-TZVPD basis) of an isolated ion of composition C5H7N2 and charge +1 in a non-equilibrium geometry.

Geometry (Å):
C (-1.9837, 1.2686, -0.0044)
C (-2.5686, -0.8057, 0.0106)
C (-0.7278, 0.6682, 0.1459)
C (0.5776, 0.8677, 0.0172)
C (1.6526, -0.1626, -0.0615)
N (-3.0225, 0.5176, -0.1139)
N (-1.3043, -1.0329, 0.1214)
H (-2.1122, 2.4193, -0.1104)
H (-3.3686, -1.6694, 0.2495)
H (0.7940, 2.0181, -0.1240)
H (1.2056, -1.1306, 0.0596)
H (2.5941, 0.2599, 0.5488)
H (1.9605, -0.2068, -1.1494)
H (-0.7478, -1.8072, 0.4169)

Values from the calculation:
LUMO energy = -0.2155 Eh
net charge = +1
HOMO = -15.4 eV
max |F| = 5.5 eV/Å
energy = -303.8756 hartree
structure (SMILES) = C/C=C1/C=NC=[NH+]1



The following is a DFT calculation (the ωB97M-V functional and the def2-TZVPD basis) of C25H32O3SSb2TeW as an isolated structure.

Geometry (Å):
W (0.1822, -1.1857, -0.3690)
C (-3.1173, 0.8223, 1.4815)
Sb (-1.0330, 0.5332, 1.4354)
C (-0.5343, 0.1556, 3.4555)
C (-0.3124, 2.5232, 1.0211)
C (-1.3814, 3.3044, 0.3139)
C (-2.2808, 4.0470, 1.0785)
C (-3.3377, 4.7257, 0.4969)
C (-3.5117, 4.6696, -0.8790)
C (-2.6117, 3.9562, -1.6515)
C (-1.5391, 3.2723, -1.0786)
C (-0.5719, 2.5693, -1.9868)
Sb (-0.9923, 0.4917, -2.2814)
C (-3.0679, 0.4153, -2.6422)
C (-0.1243, 0.0974, -4.1700)
H (-3.3336, 1.4843, 2.3186)
H (-3.6116, -0.1342, 1.6230)
H (-3.4417, 1.2988, 0.5591)
H (-0.9406, 0.9578, 4.0689)
H (0.5454, 0.1069, 3.5772)
H (-0.9822, -0.7907, 3.7494)
H (0.6039, 2.4121, 0.4440)
H (-0.0602, 2.9769, 1.9791)
H (-2.1406, 4.0991, 2.1527)
H (-4.0148, 5.3031, 1.1113)
H (-4.3288, 5.1989, -1.3498)
H (-2.7255, 3.9508, -2.7298)
H (0.4585, 2.6233, -1.6397)
H (-0.6111, 3.0007, -2.9874)
H (-3.3217, 1.0950, -3.4538)
H (-3.6083, 0.7047, -1.7439)
H (-3.3305, -0.6046, -2.9154)
H (-0.4009, 0.8926, -4.8600)
H (-0.4907, -0.8556, -4.5465)
H (0.9588, 0.0566, -4.0741)
C (5.4625, -5.4021, 1.0083)
O (6.0151, -4.1420, 0.5980)
C (5.2107, -3.1512, 0.2724)
C (5.8550, -1.9512, -0.1185)
C (5.1126, -0.8739, -0.4763)
C (3.6886, -0.9097, -0.4673)
C (2.9356, 0.2274, -0.8269)
C (3.5938, 1.5029, -1.2486)
O (1.6531, 0.2534, -0.8120)
C (3.0762, -2.1247, -0.0707)
O (1.7386, -2.2452, -0.0433)
C (3.8173, -3.2316, 0.2942)
H (6.3165, -6.0343, 1.2216)
H (4.8711, -5.8354, 0.2019)
H (4.8602, -5.2750, 1.9078)
H (6.9353, -1.9290, -0.1222)
H (5.6191, 0.0338, -0.7718)
H (4.2545, 1.3360, -2.0997)
H (4.2010, 1.9055, -0.4363)
H (2.8387, 2.2345, -1.5216)
H (3.2966, -4.1318, 0.5822)
Te (-1.7131, -2.9458, -0.7790)
C (-2.9909, -2.7172, 0.8453)
C (-2.6785, -2.7873, 2.1781)
C (-3.8288, -2.6897, 3.0044)
C (-4.9790, -2.5598, 2.2839)
S (-4.6768, -2.5305, 0.6039)
H (-1.6777, -2.9642, 2.5477)
H (-3.8081, -2.7500, 4.0827)
H (-5.9893, -2.4858, 2.6547)

Values from the calculation:
2S+1 = 3
LUMO energy (spin up / spin down) = -0.2626 / -0.2633 Eh
net charge = +2
HOMO (spin up / spin down) = -13.7 / -13.6 eV
max |F| = 0.4 eV/Å
energy = -2410.7714 hartree